2 unconnected molecules or ions with the total composition C3H6INOS. Source: OMol25; level of theory: ωB97M-V with the def2-TZVPD basis set.

```
13
Properties=species:S:1:pos:R:3:forces:R:3:mulliken_charge:R:1
C -0.0765 -1.6094 -0.3980 -1.3772 2.1932 1.6545 -0.15
C 0.4540 -1.3897 1.1230 -1.1491 2.2380 -3.0304 -0.33
C -0.8939 -1.1277 0.7527 -0.3222 -0.4082 -0.2341 -0.03
N -0.5107 3.0301 -0.1146 0.0815 0.7770 -0.1924 -0.52
O 1.2753 1.2230 0.1052 0.0758 -0.2889 -0.4817 -0.57
S -0.0995 1.5931 -0.2971 0.0083 0.7861 1.7930 0.39
I -0.2184 0.9990 -2.8183 0.0830 -0.2133 -0.8361 -0.20
H 0.1860 -0.7115 -1.0150 0.6222 -0.7596 0.2825 -0.17
H -0.2265 -2.4278 -1.0466 -0.6321 -1.2345 -0.0227 0.31
H 0.8968 -1.9057 1.9032 0.3057 -1.3629 1.3792 0.37
H 1.0772 -0.5392 0.7577 0.1997 0.3741 0.8147 0.35
H -1.9760 -1.0058 1.2173 2.5461 -0.5950 -1.1851 0.30
H 0.1122 3.8715 -0.1695 -0.4417 -1.5060 0.0586 0.26
```
Positions in Å, forces in eV/Å.

LUMO energy (spin up / spin down) in eV: -2.3764 / -2.3751
Molecular weight in g/mol: 231.06
Energy above the lowest of the compared OMol25 structures with the same formula, charge and spin in eV: 6.102
Orbital gap (spin up / spin down) in eV: 5.834 / 5.836